# 1
C21H14F3N4OSSe4V as an isolated structure at a distorted geometry. Source: the OMol25 dataset; level of theory: ωB97M-V/def2-TZVPD.

Each line ends with the Löwdin spin population.
Cartesian coordinates (Å):
V1 -0.564 0.027 0.711  1.537
F1 -3.472 4.459 0.629  0.000
C1 -2.211 4.622 0.189  -0.001
F2 -1.977 5.959 0.229  0.000
F3 -2.204 4.285 -1.114  0.000
C2 -1.190 3.861 0.973  0.002
C3 -0.101 4.510 1.518  0.020
C4 0.917 3.768 2.112  0.001
C5 0.843 2.392 2.049  0.017
N1 -0.201 1.753 1.532  -0.004
C6 -1.256 2.446 1.037  0.024
S1 -2.552 1.489 0.490  0.012
H1 -0.041 5.589 1.480  0.001
H2 1.770 4.255 2.560  0.000
H3 1.651 1.761 2.402  0.001
Se1 1.505 -3.757 -1.870  0.601
Se2 0.736 -2.037 -3.034  0.337
Se3 1.929 -0.028 -2.564  0.035
Se4 0.297 1.306 -1.749  0.096
N2 -1.419 -1.372 -0.202  -0.001
C7 -2.279 -1.919 -0.736  0.077
C8 -3.373 -2.540 -1.381  0.005
C9 -4.539 -1.785 -1.564  0.016
C10 -5.622 -2.348 -2.209  -0.002
C11 -5.560 -3.659 -2.664  0.017
C12 -4.409 -4.412 -2.470  -0.002
C13 -3.313 -3.861 -1.832  0.016
H4 -4.567 -0.767 -1.199  0.001
H5 -6.516 -1.760 -2.366  0.000
H6 -6.412 -4.093 -3.171  0.001
H7 -4.368 -5.432 -2.827  0.000
H8 -2.408 -4.433 -1.679  0.001
O1 2.052 -0.952 0.462  0.124
N3 0.946 -0.548 0.597  -0.027
C14 -0.540 -1.072 2.584  0.014
C15 -1.936 -0.947 2.937  0.006
C16 -2.410 0.137 3.705  0.017
C17 -3.731 0.231 4.074  -0.001
C18 -4.649 -0.750 3.677  0.020
C19 -4.203 -1.824 2.896  -0.001
C20 -2.877 -1.923 2.544  0.019
C21 -6.003 -0.681 4.102  0.004
N4 -7.096 -0.642 4.467  0.011
H9 -0.220 -2.096 2.404  0.002
H10 0.134 -0.544 3.257  0.003
H11 -1.711 0.901 4.024  0.001
H12 -4.071 1.057 4.685  0.000
H13 -4.918 -2.577 2.589  -0.001
H14 -2.527 -2.770 1.967  0.001

- E_HOMO (alpha / beta): -3.93 / -4.51 eV
- Spin multiplicity: 4
- Total energy: -336074.256 eV
- Relative energy (zero: lowest compared OMol25 entry of this formula, charge and spin): 156.1 kJ/mol
- Frontier orbital gap (alpha / beta): 5.9 / 5.4 eV
- Total charge: -1

***

# 2
C21H14N2O8 in the gas phase. Source: the OMol25 dataset; level of theory: ωB97M-V/def2-TZVPD.

Each line ends with the Löwdin charge.
Cartesian coordinates (Å):
O1 1.378 3.472 -1.468  0.145
C1 1.547 2.818 -0.482  -0.454
O2 0.558 2.332 0.293  0.030
C2 -0.738 2.415 -0.242  -0.086
N1 -1.085 1.194 -0.938  0.104
C3 -0.192 0.296 -1.526  -0.322
O3 1.008 0.388 -1.513  0.162
C4 -1.043 -0.755 -2.126  -0.085
C5 -0.692 -1.899 -2.811  0.008
C6 -1.722 -2.726 -3.249  -0.045
C7 -3.050 -2.408 -3.011  -0.055
C8 -3.403 -1.253 -2.319  0.004
C9 -2.382 -0.436 -1.878  -0.098
C10 -2.419 0.819 -1.101  -0.372
O4 -3.353 1.442 -0.665  0.131
H1 -4.434 -1.001 -2.126  0.123
H2 -3.827 -3.070 -3.364  0.107
H3 -1.480 -3.634 -3.780  0.111
H4 0.343 -2.145 -2.988  0.128
H5 -0.799 3.270 -0.933  0.152
H6 -1.442 2.544 0.587  0.144
C11 2.915 2.494 0.100  -0.033
H7 3.205 3.316 0.768  0.148
H8 3.631 2.396 -0.718  0.153
O5 2.913 1.271 0.806  0.036
C12 2.588 1.296 2.094  -0.472
O6 2.401 2.286 2.747  0.132
C13 2.493 -0.133 2.624  -0.002
N2 1.534 -0.890 1.863  0.030
C14 1.872 -1.915 1.015  -0.318
O7 2.986 -2.330 0.832  0.146
C15 0.540 -2.425 0.407  -0.231
O8 0.424 -3.296 -0.416  0.152
C16 -0.484 -1.596 1.041  -0.091
C17 -1.865 -1.608 0.932  0.003
C18 -2.589 -0.659 1.638  -0.074
C19 -1.937 0.280 2.426  -0.051
C20 -0.553 0.293 2.561  0.012
C21 0.165 -0.663 1.869  -0.143
H9 -0.064 1.029 3.178  0.118
H10 -2.521 1.017 2.956  0.116
H11 -3.665 -0.641 1.568  0.113
H12 -2.351 -2.348 0.315  0.128
H13 2.219 -0.110 3.683  0.146
H14 3.460 -0.629 2.493  0.145

- E_HOMO: -9.01 eV
- Total energy: -41366.174 eV
- Structure (SMILES): O=C(COC(=O)CN1C(=O)C(=O)c2ccccc21)OCN1C(=O)c2ccccc2C1=O
- Frontier orbital gap: 7.9 eV

***

# 3
A 2-piece molecular cluster, C21H14N3O4S2 overall at a distorted geometry. Source: the OMol25 dataset; level of theory: ωB97M-V/def2-TZVPD.

Each line ends with the Löwdin charge.
Cartesian coordinates (Å):
C1 4.895 -0.072 -2.723  -0.101
C2 4.237 0.191 -1.518  -0.088
C3 2.940 0.701 -1.534  -0.061
C4 2.314 0.922 -2.759  -0.282
S1 0.641 1.562 -2.770  0.632
C5 -0.341 0.147 -2.809  -0.247
C6 -1.730 0.273 -2.866  -0.370
C7 -2.591 -0.874 -2.912  -0.120
C8 -3.964 -0.732 -2.846  -0.079
C9 -4.551 0.545 -2.749  -0.289
C10 -5.976 0.691 -2.692  -0.232
N1 -7.140 0.816 -2.653  0.088
C11 -3.730 1.684 -2.725  -0.056
C12 -2.362 1.557 -2.795  -0.063
O1 0.528 2.244 -1.497  -0.352
O2 0.559 2.320 -3.999  -0.342
C13 2.970 0.691 -3.968  -0.059
C14 4.266 0.174 -3.947  -0.089
H1 5.906 -0.470 -2.707  0.093
H2 4.713 0.000 -0.556  0.098
H3 2.410 0.919 -0.610  0.109
H4 0.177 -0.810 -2.784  0.077
H5 -2.108 -1.854 -2.966  0.103
H6 -4.609 -1.615 -2.856  0.110
H7 -4.164 2.685 -2.660  0.115
H8 -1.773 2.473 -2.772  0.093
H9 2.462 0.902 -4.906  0.112
H10 4.767 -0.034 -4.892  0.098
O3 -0.241 -2.485 8.102  0.038
N2 0.559 -1.641 7.634  -0.329
O4 1.487 -1.141 8.309  0.042
C15 0.396 -1.241 6.279  -0.173
C16 1.276 -0.297 5.707  0.008
C17 1.113 0.069 4.381  -0.003
C18 0.071 -0.496 3.603  -0.243
N3 -0.079 -0.130 2.276  0.088
C19 -0.903 -0.367 1.397  -0.712
S2 -1.896 -0.582 0.226  0.905
C20 -0.802 -1.435 4.201  -0.002
C21 -0.646 -1.809 5.525  0.009
H11 2.065 0.117 6.328  0.118
H12 1.775 0.795 3.907  0.119
H13 -1.608 -1.865 3.606  0.116
H14 -1.312 -2.530 5.989  0.119

- E_HOMO: -3.61 eV
- Total energy: -56332.444 eV
- Frontier orbital gap: 4.2 eV
- Total charge: -1

***

# 4
C21H14N4O2S in the gas phase at a distorted geometry. Source: the OMol25 dataset; level of theory: ωB97M-V/def2-TZVPD.

Each line ends with the Löwdin charge.
Cartesian coordinates (Å):
O1 1.679 -2.098 -0.814  0.054
N1 3.796 -0.120 4.715  0.038
N2 -2.667 -0.704 -5.121  0.131
N3 -1.931 1.287 -2.092  0.173
O2 -3.341 1.422 -4.636  0.064
S1 3.339 1.429 6.782  1.011
C1 0.519 -2.210 -1.232  -0.386
C2 4.201 0.153 5.939  -0.427
C3 -2.608 0.290 -4.247  -0.230
C4 -3.483 -0.221 -6.095  -0.125
C5 -3.952 1.057 -5.779  -0.077
C6 -1.903 0.247 -2.935  -0.162
C7 1.227 2.418 5.051  -0.071
C8 0.583 2.300 3.805  -0.038
C9 2.138 0.625 3.085  0.070
C10 -0.510 2.503 0.968  -0.014
C11 -1.107 -0.868 -2.588  0.040
C12 2.770 0.724 4.359  -0.329
C13 2.355 1.635 5.337  -0.473
C14 1.032 1.467 2.764  -0.147
C15 0.272 1.402 1.461  -0.108
C16 -1.174 2.455 -0.241  -0.008
C17 0.332 0.242 0.625  0.051
C18 -0.315 -0.977 -1.448  -0.046
C19 -1.176 1.259 -0.955  -0.207
C20 -0.360 0.142 -0.573  -0.093
N4 0.075 -3.473 -1.651  0.006
C21 0.806 -4.717 -1.494  -0.078
H1 5.008 -0.404 6.369  0.066
H2 -3.767 -0.765 -6.979  0.099
H3 -4.615 1.700 -6.296  0.108
H4 0.883 3.123 5.798  0.104
H5 -0.259 2.969 3.628  0.104
H6 2.511 -0.082 2.396  0.101
H7 -0.520 3.465 1.480  0.107
H8 -1.091 -1.642 -3.345  0.110
H9 -1.813 3.226 -0.591  0.107
H10 0.990 -0.538 0.939  0.097
H11 -0.870 -3.516 -2.026  0.127
H12 0.767 -5.077 -0.460  0.087
H13 0.341 -5.509 -2.095  0.086
H14 1.833 -4.621 -1.807  0.078

- E_HOMO: -8.13 eV
- Total energy: -42894.806 eV
- Relative energy (zero: lowest compared OMol25 entry of this formula, charge and spin): 0.0 kJ/mol
- Structure (SMILES): CNC(=O)c1cc(-c2ncco2)nc2ccc(-c3ccc4scnc4c3)cc12
- Frontier orbital gap: 7.4 eV